C34H38N5O5P2S4Tl as an isolated structure. Source: the OMol25 dataset; level of theory: ωB97M-V/def2-TZVPD.

Structure (XYZ):
```
89
Properties=species:S:1:pos:R:3:forces:R:3
Tl 1.2098 -0.1252 -0.1158 -0.15 -0.56 -0.39
C -0.9047 3.5157 6.8151 0.01 0.04 -0.06
C -0.5719 2.4394 5.8269 0.02 -0.10 0.02
C 0.3144 1.4238 6.1663 -0.03 0.01 -0.13
C 0.6605 0.4570 5.2404 0.09 -0.13 0.11
C 0.1241 0.4999 3.9680 0.08 -0.34 -0.37
C -0.7807 1.4810 3.6159 -0.07 0.13 -0.13
C -1.1204 2.4471 4.5486 0.00 -0.16 -0.03
S 0.7565 -0.7779 2.8811 -0.16 -0.87 0.22
O 0.6659 -2.0102 3.6358 -0.33 0.16 0.22
O 2.0865 -0.4408 2.4284 -0.19 0.27 0.44
N -0.1053 -0.9386 1.5038 1.57 0.71 0.32
C -1.4415 -1.0455 1.4322 -1.33 -0.27 0.31
C -2.2752 -1.3692 2.4963 0.51 0.10 -0.33
C -3.6493 -1.5050 2.3102 -0.48 -0.02 -0.35
C -4.2395 -1.3417 1.0786 -0.05 -0.04 0.43
C -3.4447 -1.0035 -0.0308 0.48 0.07 0.05
C -3.9547 -0.8118 -1.3324 0.21 0.06 -0.01
C -3.1084 -0.4547 -2.3480 -0.26 -0.08 0.10
C -1.7456 -0.2977 -2.0647 0.03 -0.14 0.10
N -1.2368 -0.4979 -0.8750 0.17 0.21 -0.27
C -2.0403 -0.8372 0.1438 -0.64 -0.23 0.32
H -0.6179 3.2207 7.8213 0.01 0.03 0.08
H -1.9682 3.7444 6.8094 -0.08 0.03 0.01
H -0.3660 4.4281 6.5587 0.01 0.08 0.05
H 0.7397 1.3942 7.1590 0.05 -0.01 0.08
H 1.3415 -0.3424 5.4842 0.12 -0.04 0.17
H -1.1769 1.5162 2.6148 -0.11 0.03 -0.01
H -1.8173 3.2242 4.2707 -0.08 0.10 -0.02
H -1.8337 -1.5350 3.4670 -0.04 -0.05 0.09
H -4.2591 -1.7655 3.1642 -0.06 0.01 0.03
H -5.3068 -1.4557 0.9572 -0.07 -0.03 -0.03
H -5.0131 -0.9461 -1.5053 -0.09 0.02 -0.04
H -3.4756 -0.2878 -3.3490 0.00 0.03 -0.08
H -1.0530 -0.0073 -2.8408 0.10 0.01 -0.14
C 3.2690 -3.0467 2.2176 -0.09 0.10 -0.14
P 2.8652 -2.4799 0.5246 0.60 -0.85 0.18
C 4.5536 -2.0646 -0.0779 -0.27 0.03 0.06
C 2.5920 -4.1324 -0.3046 0.17 0.32 0.20
C 2.0869 -3.9519 -1.7278 -0.19 0.22 -0.03
P 0.7192 -2.6925 -1.7481 -0.23 -0.93 -0.53
C -0.5462 -3.6676 -0.8322 0.19 0.23 -0.03
C 0.1367 -2.9618 -3.4825 0.10 0.21 0.32
H 3.9009 -3.9344 2.1814 0.04 -0.04 -0.04
H 2.3549 -3.2384 2.7756 0.05 -0.06 0.00
H 3.7889 -2.2314 2.7138 0.04 0.00 0.09
H 5.2918 -2.6985 0.4122 0.06 -0.01 -0.03
H 4.7460 -1.0157 0.1471 0.11 -0.04 0.04
H 4.6153 -2.2048 -1.1540 0.06 0.00 -0.17
H 1.8516 -4.6710 0.2903 0.01 0.01 0.06
H 3.5190 -4.7124 -0.2892 -0.02 -0.02 0.09
H 1.7252 -4.8977 -2.1469 0.05 0.09 -0.03
H 2.8966 -3.5908 -2.3665 0.01 -0.03 -0.10
H -0.4829 -4.7270 -1.0844 -0.02 -0.02 0.00
H -1.5358 -3.2928 -1.0854 -0.09 0.01 0.01
H -0.3946 -3.5281 0.2375 -0.06 -0.06 0.10
H -0.0071 -4.0199 -3.6951 -0.03 -0.07 -0.02
H 0.8791 -2.5536 -4.1657 0.03 0.02 -0.13
H -0.8003 -2.4296 -3.6329 -0.07 0.00 -0.07
N -0.4422 3.0343 -3.2381 0.52 0.02 -0.17
C -1.7433 3.3544 -2.8190 -0.50 0.08 0.20
C -2.6841 3.8027 -3.7309 0.02 0.03 0.09
C -3.9758 4.1012 -3.3148 0.06 -0.01 -0.07
C -4.3390 3.9203 -1.9960 -0.02 0.01 0.16
C -3.4022 3.4499 -1.0843 0.13 0.04 -0.14
C -2.1033 3.1936 -1.4818 0.49 -0.35 0.17
S -0.8916 2.6438 -0.2644 -1.89 1.08 -0.38
N 0.1722 1.8938 -1.2722 0.59 -0.40 -1.38
C 0.3184 2.1290 -2.5227 -0.61 0.23 1.14
C 1.3696 1.3737 -3.2175 0.73 -0.27 -0.66
C 1.9956 1.8499 -4.3749 -0.21 -0.10 0.39
C 3.0473 1.1298 -4.9092 0.09 -0.23 0.11
C 3.4423 -0.0493 -4.2919 -0.05 0.13 -0.02
C 2.7414 -0.4644 -3.1725 0.17 0.03 -0.20
N 1.7368 0.2168 -2.6571 -0.37 0.53 -0.14
H -0.2767 3.0981 -4.2312 -0.05 -0.10 0.14
H -2.4043 3.9483 -4.7638 0.05 -0.03 -0.17
H -4.6912 4.4731 -4.0304 -0.09 0.04 -0.10
H -5.3397 4.1514 -1.6640 -0.09 0.01 0.00
H -3.6628 3.2990 -0.0487 -0.11 -0.03 0.17
H 1.7049 2.7900 -4.8172 -0.01 0.10 -0.02
H 3.5680 1.4907 -5.7832 0.03 0.04 -0.06
H 4.2815 -0.6236 -4.6517 0.03 -0.05 -0.08
H 2.9953 -1.3786 -2.6514 0.09 -0.07 -0.01
O 2.5743 2.7883 2.4375 0.07 -0.23 0.29
S 1.9368 2.5111 1.1843 0.80 1.33 0.26
O 0.6944 1.7064 1.3270 0.32 0.19 0.19
O 1.7444 3.6548 0.3256 -0.01 0.09 -0.04
S 3.2153 1.2601 0.0717 0.16 -0.24 -0.23
```
Positions in Å, forces in eV/Å.

Calculated values
* total charge: 0
* energy relative to the best compared isomer or geometry (same formula, charge and spin): 40.8 kcal per mole
* spin multiplicity: 1
* max |F|: 2.2 eV Å⁻¹
* E_HOMO: -0.272 Ha
* frontier orbital gap: 6.941 eV



A 10-piece molecular cluster, C36H58N2O12 overall. Source: the OMol25 dataset; level of theory: ωB97M-V/def2-TZVPD.

Structure (XYZ):
```
108
Properties=species:S:1:pos:R:3:forces:R:3
O -0.5212 2.8442 -1.8998 -0.52 -0.83 0.55
N 0.1280 1.8332 -2.1550 -0.81 0.93 1.19
O 0.9608 1.8492 -3.0059 1.40 -0.93 -1.39
C -0.0401 0.6083 -1.3299 -0.17 -1.11 1.09
C -0.7622 0.6841 -0.1166 1.68 -0.24 -1.26
C -0.7596 -0.4670 0.6915 -1.64 3.21 0.98
C -0.2739 -1.6549 0.3140 -0.08 -0.58 0.41
C 0.4215 -1.7031 -0.8549 0.73 -1.13 -1.61
C 0.6047 -0.6123 -1.6833 -0.70 1.67 0.19
H -1.1311 1.6571 0.1725 -0.34 -0.16 0.29
H -1.1949 -0.3532 1.6733 -0.28 -0.13 0.00
H -0.4885 -2.4827 0.9736 0.45 -0.33 -0.20
H 0.7845 -2.6683 -1.1758 0.36 -0.05 -0.17
H 1.2044 -0.6444 -2.5810 -0.05 -0.16 -0.05
O -2.4457 -1.9629 3.0001 0.02 -0.13 -0.95
N -2.6247 -2.3441 4.1360 1.13 1.48 0.69
O -1.8732 -2.0123 5.0522 -0.83 -0.86 -0.26
C -3.8152 -3.1023 4.3976 -1.15 -0.81 2.02
C -4.9048 -3.0048 3.5443 0.64 -0.37 -0.40
C -6.0535 -3.7297 3.8312 -0.52 0.53 -0.83
C -6.1447 -4.5015 4.9419 0.43 -0.26 1.56
C -5.0632 -4.5890 5.8183 0.19 0.34 -0.06
C -3.9146 -3.8278 5.6176 -0.23 -0.72 -1.18
H -4.7987 -2.4334 2.6340 -0.12 0.10 0.03
H -6.9359 -3.7132 3.2086 0.16 0.39 -0.38
H -7.0720 -4.9641 5.2458 -0.05 -0.31 -0.36
H -5.1437 -5.2699 6.6527 0.14 0.18 0.24
H -3.0954 -3.9622 6.3085 0.18 0.42 -0.14
C 4.5962 -2.5805 -1.1795 0.13 -0.21 -0.22
C 4.6695 -3.1109 -2.5785 1.81 -1.12 -1.88
C 3.5616 -2.7713 -3.5457 -0.94 -0.36 0.21
O 5.6015 -3.8135 -2.9949 -1.60 1.23 1.23
H 3.6289 -2.8433 -0.7514 -0.02 0.03 0.18
H 4.6560 -1.4934 -1.2332 0.01 0.09 0.14
H 5.4228 -2.9881 -0.5975 -0.16 0.10 0.04
H 2.7345 -3.4441 -3.3190 -0.14 -0.41 0.20
H 3.7920 -2.9943 -4.5874 0.39 0.35 0.20
H 3.0714 -1.8077 -3.4070 0.53 0.34 -0.09
C 2.9705 4.8032 -2.4846 0.33 0.17 0.38
C 3.3103 4.1018 -1.1615 0.68 0.67 0.34
C 2.1470 3.9092 -0.1529 0.86 -0.08 -0.65
O 4.4663 3.8011 -0.9112 -1.16 -0.07 -0.07
H 2.2410 4.2570 -3.0826 -0.16 0.09 0.14
H 3.8581 5.0244 -3.0773 0.19 -0.57 0.09
H 2.6125 5.8050 -2.2469 -0.58 -0.07 0.12
H 1.8239 2.8818 -0.3207 -0.47 0.02 0.00
H 1.3534 4.6346 -0.3323 -0.10 -0.31 -0.14
H 2.4335 3.9537 0.8979 0.38 0.10 -0.19
C 6.5528 1.8691 -3.2506 0.26 0.18 0.14
C 5.6307 1.1724 -4.1976 -1.19 2.08 0.87
C 4.1530 1.6514 -4.2475 0.55 -0.04 -0.56
O 6.0800 0.3959 -4.9760 0.01 -1.45 -1.14
H 7.5405 1.7084 -3.6828 0.14 0.10 0.49
H 6.4702 1.4659 -2.2413 0.10 -0.13 0.03
H 6.3286 2.9318 -3.1583 -0.04 -0.01 -0.08
H 3.9854 2.6876 -3.9538 0.46 -0.08 0.44
H 3.4815 1.0344 -3.6504 0.03 -0.16 -0.17
H 3.8944 1.6495 -5.3064 -0.34 -0.52 0.04
C -2.0909 -0.2877 -4.1319 -0.41 0.40 -0.35
C -2.7041 0.8908 -4.9590 -0.09 -0.37 1.73
C -3.2410 2.1176 -4.1573 0.45 -0.92 -1.47
O -2.8631 0.7721 -6.1344 0.01 0.16 -0.89
H -2.3278 -1.2475 -4.5910 -0.17 0.17 -0.28
H -2.4780 -0.3216 -3.1136 0.16 0.25 0.10
H -1.0019 -0.2412 -4.1264 0.04 0.31 0.11
H -4.1945 1.7581 -3.7705 0.17 0.11 0.74
H -3.5071 2.9040 -4.8636 0.26 0.03 -0.04
H -2.4991 2.4698 -3.4406 -0.41 -0.19 0.28
C 0.2106 2.3369 4.9150 0.33 -0.73 1.19
C -0.3819 2.4770 3.5795 -0.54 1.28 -1.27
C -1.8535 2.1148 3.3999 0.42 0.06 0.18
O 0.2687 2.9773 2.6758 -0.35 -0.49 0.06
H -0.5404 2.3050 5.7043 0.04 0.20 0.01
H 0.9889 3.0711 5.1230 -0.17 0.04 -0.17
H 0.6872 1.3575 4.9552 0.18 -0.20 0.02
H -2.2864 2.5804 2.5145 0.19 -0.13 -0.01
H -2.4013 2.4275 4.2889 -0.06 -0.01 0.02
H -1.9643 1.0325 3.3338 -0.01 -0.15 0.00
C 2.9530 -0.5682 2.3174 0.87 0.14 0.43
C 2.6303 -1.1338 3.6960 0.26 -0.46 -0.91
C 1.2080 -1.7049 3.7759 0.71 0.95 0.82
O 3.4844 -1.2049 4.5633 -1.37 0.11 -0.60
H 4.0407 -0.5714 2.2467 0.00 0.09 -0.24
H 2.6227 0.4668 2.2297 -0.18 0.08 0.08
H 2.5218 -1.1269 1.4867 -0.16 -0.12 0.16
H 0.5007 -1.1093 3.1987 0.13 0.13 -0.05
H 0.9260 -1.6463 4.8271 -0.29 -0.69 -0.10
H 1.2116 -2.6970 3.3243 0.00 -0.19 0.39
C -0.8314 -5.3279 0.3458 0.24 -1.17 0.50
C -2.0565 -5.3208 -0.5363 1.97 0.66 -0.40
C -2.5541 -3.9675 -0.8989 -2.00 0.36 0.25
O -2.5062 -6.3140 -1.0287 -0.53 -0.76 0.01
H -0.9956 -4.7591 1.2609 0.21 0.23 -0.12
H 0.0655 -5.0223 -0.1932 -0.19 0.71 -0.12
H -0.5555 -6.3456 0.6221 -0.40 -0.15 0.15
H -2.7697 -3.3816 -0.0054 0.34 0.16 0.18
H -3.5411 -4.1787 -1.3102 0.00 0.35 -0.48
H -1.9824 -3.3410 -1.5836 0.31 -0.40 0.05
C -2.0346 5.0975 0.6280 -0.40 -0.56 0.35
C -2.9985 4.1096 -0.0048 0.76 -0.97 -0.79
C -3.5583 4.4933 -1.3781 -1.08 0.61 0.30
O -3.1464 2.9876 0.4495 -0.28 0.78 -0.15
H -1.1061 4.9254 0.0836 0.09 0.49 -0.33
H -1.7820 4.8155 1.6501 -0.29 -0.03 0.04
H -2.3990 6.1241 0.5902 0.30 -0.03 -0.22
H -3.7003 5.5733 -1.4189 0.35 0.12 -0.17
H -4.5622 4.1067 -1.5538 -0.05 -0.39 0.44
H -3.0200 4.1628 -2.2664 0.63 0.03 0.50
```
Positions in Å, forces in eV/Å.

Calculated values
* total charge: 0
* energy relative to the best compared isomer or geometry (same formula, charge and spin): 32.8 kcal per mole
* spin multiplicity: 1
* max |F|: 3.7 eV Å⁻¹
* structure (SMILES): O=[N+]([O-])c1ccccc1.O=[N+]([O-])c1ccccc1.CC(C)=O.CC(C)=O.CC(C)=O.CC(C)=O.CC(C)=O.CC(C)=O.CC(C)=O.CC(C)=O
* E_HOMO: -0.343 Ha
* frontier orbital gap: 7.965 eV



One molecule with the formula C14H18N4O. Source: the OMol25 dataset; level of theory: ωB97M-V/def2-TZVPD.

Structure (XYZ):
```
37
Properties=species:S:1:pos:R:3:forces:R:3
C 3.4065 0.7555 1.6793 -0.29 0.10 -0.08
C 2.2417 1.0925 0.7526 0.25 -0.07 0.20
N 2.6725 1.0604 -0.6367 -0.05 0.09 0.03
C 2.7635 -0.2740 -1.2126 0.12 -0.03 -0.19
C 1.5495 -0.5987 -2.1123 0.20 -0.14 0.13
N 0.3813 0.0734 -1.6016 -0.04 0.02 0.02
C -0.5300 -0.4976 -0.7823 -0.48 -0.13 0.21
C -0.5313 -1.8428 -0.4392 0.22 -0.06 -0.09
C -1.5352 -2.4009 0.3703 0.25 -0.19 -0.08
O -1.6461 -3.5584 0.7375 -0.09 -0.04 0.05
N -2.5347 -1.4461 0.8059 0.15 0.48 -0.22
C -3.5481 -1.8951 1.5854 -0.67 -0.27 0.51
C -4.5156 -1.0648 2.0477 0.18 -0.26 -0.07
C -4.4588 0.3055 1.7068 0.26 0.11 -0.20
C -3.4463 0.7620 0.9251 -0.35 -0.05 0.24
C -2.4402 -0.1216 0.4402 0.01 -0.14 0.05
N -1.4880 0.3442 -0.3184 0.23 0.24 -0.24
C 0.4734 1.5147 -1.7199 0.02 0.40 0.01
C 1.9443 1.9484 -1.5147 -0.07 -0.05 -0.10
H 4.2379 1.4270 1.4839 0.09 0.06 -0.01
H 3.7481 -0.2649 1.5266 0.06 -0.12 0.02
H 3.0991 0.8634 2.7163 0.01 -0.06 0.16
H 1.9039 2.1078 0.9718 -0.07 -0.02 -0.02
H 1.4025 0.4097 0.9550 -0.04 0.09 -0.01
H 3.6830 -0.3397 -1.8063 -0.05 -0.18 0.01
H 2.8290 -1.0025 -0.4040 0.03 -0.02 -0.01
H 1.3871 -1.6724 -2.1744 0.01 0.05 -0.09
H 1.7214 -0.2264 -3.1278 -0.01 -0.10 0.04
H 0.2316 -2.5271 -0.7671 0.04 -0.06 -0.01
H -3.5033 -2.9552 1.7950 0.03 0.06 -0.03
H -5.3116 -1.4468 2.6643 -0.03 -0.11 0.04
H -5.2209 0.9779 2.0702 -0.04 0.10 0.01
H -3.3582 1.7957 0.6347 0.03 0.08 -0.04
H -0.1798 1.9504 -0.9644 0.14 0.02 -0.19
H 0.1201 1.8282 -2.7100 -0.03 0.08 0.06
H 2.4738 1.9588 -2.4718 -0.04 0.10 -0.01
H 1.9781 2.9595 -1.1051 -0.01 0.00 -0.10
```
Positions in Å, forces in eV/Å.

Calculated values
* total charge: 0
* energy relative to the best compared isomer or geometry (same formula, charge and spin): 26.6 kcal per mole
* spin multiplicity: 1
* max |F|: 0.9 eV Å⁻¹
* structure (SMILES): CCN1CCN(c2cc(=O)n3ccccc3n2)CC1
* E_HOMO: -0.294 Ha
* frontier orbital gap: 8.334 eV